Computed, not measured: one molecule with the formula C3H8O3, with ωB97M-V with the def2-TZVPD basis set.

```
14
Properties=species:S:1:pos:R:3:nbo_charge:R:1
O 0.3261 1.1292 -1.0907 -0.7153
C 0.6859 1.0585 0.1944 -0.1404
C 0.5318 -0.2496 0.8681 0.0353
O 0.9423 -1.1002 -0.1841 -0.7528
C -1.1010 -0.4957 0.9116 -0.1240
O -1.3587 -0.3781 -0.5599 -0.7664
H -0.5305 0.7639 -1.1504 0.4973
H 0.3282 1.9773 0.7466 0.1630
H 1.6640 1.4126 0.2704 0.1931
H 1.1102 -0.4760 1.7852 0.1977
H 1.3009 -0.3953 -0.8835 0.4961
H -1.5547 -1.5363 1.3398 0.2042
H -1.3941 0.5139 1.5351 0.1989
H -0.9032 -1.3459 -0.8100 0.5131
```

calculated total energy = -344.69865 Eh
charge = 0
orbital gap = 10.84 eV
maximum force = 5.80 eV/Å